ORCA calculation (ωB97M-V with the def2-TZVPD basis set) on a molecular structure, C6H11NO8S3.

```
29
Properties=species:S:1:pos:R:3:forces:R:3:mulliken_charge:R:1
C 5.2079 -1.0689 0.2150 -1.4661 -0.8999 0.8399 -0.93
S 3.9594 -0.6384 -1.0923 2.7779 1.2167 -3.3013 1.18
O 3.9335 -1.7004 -2.1094 -0.7659 0.7949 2.2035 -0.61
O 4.3511 0.6751 -1.6452 -1.1556 -1.7030 1.6819 -0.63
C 2.3475 -0.4460 -0.2023 -0.7032 -0.1581 0.6320 -0.04
O 1.4933 0.5690 -0.8237 -0.9626 -1.4943 1.3476 -0.32
S -0.0159 0.2739 -0.1291 -2.8890 0.7975 0.5747 1.13
O -0.9730 0.0340 -1.1974 2.0330 0.2129 1.3006 -0.53
O -0.3837 1.2508 0.8860 1.4430 -1.6311 -1.6857 -0.56
O 0.2796 -1.1847 0.6602 0.8421 2.3240 -1.9295 -0.39
C 1.3648 -1.7044 -0.1962 -0.2160 -0.2960 0.8538 0.03
N 1.8398 -2.9463 0.4479 -1.8960 -0.4552 -1.3593 -0.55
C 1.2880 -3.8984 -0.1918 2.7946 0.9886 -1.2250 0.76
O 1.1076 -4.6928 -1.0207 -0.8167 0.2398 1.6702 -0.32
H 5.0665 -0.3761 1.0926 0.3941 -0.5065 -1.1039 0.35
H 6.2449 -1.0798 -0.2127 -1.2603 0.2797 0.1361 0.36
H 4.9122 -2.1086 0.5648 0.4977 1.1430 -0.4448 0.33
H 2.5630 -0.0177 0.8290 0.0075 -1.1639 -0.9808 0.37
H 0.8388 -1.8738 -1.1936 1.3662 0.3037 0.7827 0.40
C -4.7987 3.4021 0.7770 0.0477 0.0711 0.1087 -0.89
S -5.3602 1.9328 -0.1060 -0.0583 -0.0984 0.0791 0.49
O -6.4862 1.3459 0.6742 0.2400 0.1229 -0.0526 -0.63
C -3.8931 0.9415 0.2340 0.0604 -0.0092 0.0760 -0.84
H -5.5860 4.1542 0.7289 -0.0133 -0.1129 -0.0584 0.32
H -4.5964 3.1547 1.8202 -0.0357 -0.0711 -0.0486 0.29
H -3.8974 3.7910 0.3006 -0.0349 -0.0466 -0.0271 0.33
H -3.7474 0.8493 1.3116 -0.0799 0.0559 -0.0149 0.35
H -3.0220 1.4106 -0.2240 -0.0716 -0.0056 -0.0173 0.22
H -4.0380 -0.0486 -0.1976 -0.0791 0.1011 -0.0376 0.36
```
Forces are in eV/Å.

Output
**HOMO-LUMO gap**: 8.481 eV
**HOMO level**: -8.7 eV